(1)
{
  "formula": "C5H8N",
  "method": "wB97M-V/def2-TZVPD",
  "homo_ev": -14.87,
  "smiles": "C=C[N+](=C)C=C",
  "e_tot_ev": -6794.7882,
  "homo_lumo_gap_ev": 9.647,
  "charge": 1,
  "species": ["C", "C", "N", "C", "C", "C", "H", "H", "H", "H", "H", "H", "H", "H"],
  "coordinates": [[-1.6914, 1.2096, 0.1512], [-1.4939, -0.0966, 0.2808], [-0.2229, -0.6648, 0.2684], [0.1212, -1.7586, 0.8109], [0.8830, 0.1768, -0.6456], [2.1479, 0.7068, -0.6678], [-2.6820, 1.6277, 0.1933], [-0.8765, 1.9050, 0.0240], [-2.2973, -0.8018, 0.4587], [1.1490, -2.0871, 0.7796], [-0.6106, -2.3790, 1.3158], [0.2967, 0.2992, -1.5490], [2.8303, 0.6828, 0.1641], [2.4466, 1.1799, -1.5843]],
  "mulliken_charge": [-0.72, 0.02, 0.13, -0.04, -0.26, -0.57, 0.28, 0.33, 0.33, 0.26, 0.26, 0.45, 0.29, 0.25]
}


(2)
{
  "formula": "C2H2N2O4",
  "method": "wB97M-V/def2-TZVPD",
  "homo_ev": [-11.05, -11.61],
  "e_tot_ev": -13269.3132,
  "homo_lumo_gap_ev": [9.445, 9.261],
  "species": ["C", "C", "N", "N", "O", "O", "O", "O", "H", "H"],
  "coordinates": [[-0.8361, -0.3549, 0.2187], [0.7629, 3.0009, -2.2814], [-1.3905, 0.6520, -0.5440], [1.0059, -0.3841, 0.4212], [-0.0350, 3.4250, -2.9807], [1.5821, 2.5736, -1.6037], [-0.8739, 1.7460, -0.5975], [-2.3785, 0.2931, -1.1663], [-1.3102, -1.2747, 0.4888], [1.2516, 0.5397, 0.0533]],
  "mulliken_charge": [-0.11, 0.74, 0.78, -0.35, -0.35, -0.38, -0.54, -0.49, 0.40, 0.30]
}


(3)
{
  "formula": "C8H26GdN4O5",
  "method": "wB97M-V/def2-TZVPD",
  "homo_ev": [-11.57, -10.78],
  "e_tot_ev": -45743.4316,
  "homo_lumo_gap_ev": [7.388, 6.231],
  "spin_multiplicity": 8,
  "charge": 1,
  "species": ["O", "H", "Gd", "N", "N", "O", "O", "C", "C", "C", "C", "H", "H", "H", "H", "H", "H", "H", "H", "O", "H", "H", "C", "H", "H", "H", "O", "H", "H", "N", "C", "C", "C", "N", "H", "H", "H", "H", "H", "H", "H", "H", "H", "H"],
  "coordinates": [[0.7500, 2.0263, -0.2281], [2.0897, 2.5847, -0.4373], [-0.9645, 0.2699, 0.0178], [-1.1691, -0.5413, -2.2393], [0.6068, -1.4818, -0.8232], [-2.1767, 0.1059, -2.9640], [1.6679, -1.9298, 0.0121], [-0.4036, -1.4104, -2.9064], [0.6185, -1.9751, -2.0724], [-0.5846, -1.7836, -4.3335], [1.5907, -2.9909, -2.5695], [-1.4333, -1.2487, -4.7683], [-0.7577, -2.8660, -4.4226], [0.3185, -1.5495, -4.9158], [1.8953, -3.7056, -1.7905], [2.4948, -2.5191, -2.9940], [1.1296, -3.5775, -3.3779], [-2.5542, 0.7019, -2.2328], [2.3550, -2.2437, -0.6125], [-1.6673, -1.9575, 0.9546], [-2.5126, -2.4078, 0.7688], [-0.9710, -2.5961, 0.6964], [2.9271, 3.3583, -0.6002], [2.5317, 4.3620, -0.4135], [3.2930, 3.2927, -1.6306], [3.7476, 3.1609, 0.0988], [-2.5838, 1.3041, -0.6971], [0.2589, 2.8278, -0.4810], [-3.2427, 2.0147, -0.7432], [0.7564, 0.0225, 1.9165], [0.4370, -0.1355, 3.3529], [-0.2422, 1.0872, 3.9698], [-1.3973, 1.7294, 3.2051], [-2.0725, 0.8034, 2.2599], [1.2488, 0.9041, 1.7333], [1.3662, -0.7330, 1.5819], [-0.2021, -1.0214, 3.4626], [1.3645, -0.3419, 3.9089], [-0.6067, 0.8028, 4.9663], [0.5161, 1.8629, 4.1380], [-2.1409, 2.1160, 3.9155], [-1.0312, 2.5815, 2.6217], [-2.9709, 1.1856, 1.9568], [-2.2790, -0.0885, 2.7160]],
  "mulliken_charge": [-0.63, 0.03, 1.49, 0.04, 0.14, -0.42, -0.52, 0.41, 0.65, -1.43, -1.78, 0.37, 0.36, 0.34, 0.55, 0.38, 0.37, 0.47, 0.33, -0.53, 0.30, 0.31, -0.90, 0.26, 0.29, 0.27, -0.90, 0.18, 0.23, -0.34, -0.77, -0.55, -0.61, -0.52, 0.24, 0.28, 0.37, 0.40, 0.33, 0.30, 0.38, 0.29, 0.30, 0.24]
}


(4)
{
  "formula": "C7H10ClN2O3S",
  "method": "wB97M-V/def2-TZVPD",
  "homo_ev": [-0.74, -5.97],
  "e_tot_ev": -39898.1928,
  "homo_lumo_gap_ev": [3.781, 8.421],
  "spin_multiplicity": 3,
  "charge": -1,
  "species": ["C", "C", "C", "C", "C", "C", "C", "N", "N", "O", "O", "O", "S", "Cl", "H", "H", "H", "H", "H", "H", "H", "H", "H", "H"],
  "coordinates": [[-1.0162, -0.0961, 0.7416], [0.3165, -0.6111, 0.6229], [1.3200, -0.1953, -0.1833], [1.1645, 1.0101, -1.1046], [-1.6898, 0.9776, 0.3349], [1.2183, 2.2962, -0.3656], [0.6966, -1.7574, 1.5432], [2.3695, -0.9972, -0.2376], [0.3566, 3.1678, -0.5142], [-4.1644, 2.0007, 0.5719], [-3.6700, 0.4546, -1.4182], [-3.8747, -0.4114, 0.8374], [-3.4571, 0.8049, 0.2456], [2.6883, 2.4168, 0.7167], [-1.6045, -0.9162, 0.9434], [1.9828, 0.9570, -1.8887], [0.2876, 1.0226, -1.7224], [-1.2810, 1.8396, -0.1246], [-0.0613, -2.1106, 2.0896], [1.4812, -1.4079, 2.1094], [1.1621, -2.6337, 1.0247], [3.0085, -0.6157, -0.9169], [0.4299, 3.9810, 0.1084], [-2.7875, 0.1006, -1.5458]],
  "mulliken_charge": [-0.22, 1.08, 0.63, -0.98, -1.65, 0.42, -1.85, -0.79, -0.53, -0.65, -0.56, -0.63, 1.19, -0.26, 0.46, 0.36, 0.34, 0.55, 0.58, 0.36, 0.32, 0.20, 0.24, 0.38]
}


(5)
{
  "formula": "C2H4NO3",
  "method": "wB97M-V/def2-TZVPD",
  "homo_ev": -4.91,
  "e_tot_ev": -9773.5378,
  "homo_lumo_gap_ev": 9.269,
  "charge": -1,
  "species": ["C", "N", "O", "H", "H", "H", "O", "C", "O", "H"],
  "coordinates": [[-0.9782, -1.5422, 0.0073], [-1.2395, -0.1766, 0.0450], [-1.6334, -2.3485, 0.6534], [-0.0358, -1.7583, -0.5659], [-1.9625, 0.0792, 0.6879], [-0.4870, 0.5494, -0.2607], [0.4355, 1.8288, -0.4588], [1.6038, 1.2956, -0.1496], [1.9094, 0.0841, -0.1466], [2.3878, 1.9886, 0.1879]],
  "mulliken_charge": [0.16, -0.35, -0.64, 0.27, 0.18, 0.36, -0.78, 0.06, -0.63, 0.37]
}


(6)
{
  "formula": "C3H10N2S",
  "method": "wB97M-V/def2-TZVPD",
  "homo_ev": -9.04,
  "smiles": "[H]/N=C/N.CCS",
  "e_tot_ev": -17087.8628,
  "homo_lumo_gap_ev": 9.781,
  "species": ["H", "N", "C", "N", "H", "H", "H", "C", "C", "S", "H", "H", "H", "H", "H", "H"],
  "coordinates": [[-2.1173, 1.4501, -0.2313], [-2.7004, 0.9978, 0.4600], [-2.4566, -0.2468, 0.5226], [-3.0830, -1.1382, 1.3131], [-1.6722, -0.6733, -0.1503], [-3.6436, -0.7793, 2.0622], [-3.1298, -2.0987, 1.0493], [1.9101, 1.1874, -0.8729], [2.5660, -0.1633, -0.7249], [2.2356, -1.1117, 0.8675], [2.5405, 1.8064, -0.2423], [0.8609, 1.1354, -0.5424], [1.9104, 1.6314, -1.8627], [3.6351, -0.1171, -0.9251], [2.2320, -0.9758, -1.3573], [0.9123, -0.9041, 0.6345]],
  "mulliken_charge": [0.25, -0.74, 0.22, -0.42, 0.25, 0.23, 0.21, -0.60, -0.65, -0.18, 0.23, 0.10, 0.30, 0.37, 0.35, 0.06]
}